(1)
The following is a DFT calculation (the ωB97M-V functional and the def2-TZVPD basis) of a 7-piece molecular cluster, C38H97N7O12 overall at a distorted geometry.

HOMO level, eV: -8.5
SMILES: COC[C@H](C)N.COC[C@H](C)N.COCCNCCOC.COCCNCCOC.COCCNCCOC.COCCNCCOC.COCCNCCOC
E_tot, eV: -75965.586
Charge: 0
Relative energy (zero: lowest compared OMol25 entry of this formula, charge and spin), kcal/mol: 148.1
Orbital gap, eV: 9.098
Lowest unoccupied orbital energy, eV: 0.593
2S+1: 1

Geometry (Å):
C  6.969  -1.256  0.595
O  6.631  -2.264  1.574
C  6.421  -1.771  2.883
C  5.559  -2.742  3.681
N  4.094  -2.623  3.320
C  3.096  -3.374  4.255
C  2.996  -4.965  4.076
O  2.677  -5.275  2.715
C  1.368  -5.829  2.641
H  7.673  -0.661  1.177
H  6.230  -0.535  0.244
H  7.421  -1.601  -0.335
H  6.002  -0.774  3.019
H  7.397  -1.558  3.319
H  5.587  -2.496  4.742
H  5.698  -3.783  3.389
H  3.999  -2.908  2.356
H  2.089  -2.964  4.331
H  3.269  -3.136  5.304
H  2.212  -5.386  4.706
H  3.928  -5.481  4.310
H  1.307  -6.766  3.195
H  0.937  -5.866  1.641
H  0.694  -5.044  2.985
C  5.313  -0.050  -2.881
O  4.041  0.617  -3.230
C  3.893  1.279  -4.484
C  2.402  1.575  -4.813
N  1.600  0.369  -4.884
C  1.971  -0.452  -6.052
C  1.152  -1.814  -5.879
O  1.722  -2.591  -4.840
C  1.260  -3.869  -4.685
H  6.195  0.576  -2.747
H  5.517  -0.819  -3.626
H  5.152  -0.530  -1.916
H  4.383  0.680  -5.252
H  4.487  2.191  -4.544
H  2.161  2.025  -5.776
H  1.971  2.212  -4.039
H  1.643  -0.199  -4.050
H  3.047  -0.605  -6.142
H  1.748  0.029  -7.005
H  1.168  -2.356  -6.825
H  0.115  -1.573  -5.645
H  1.226  -4.370  -5.653
H  0.388  -4.049  -4.056
H  2.137  -4.310  -4.212
C  -3.952  0.345  -2.676
O  -5.273  0.827  -2.399
C  -5.455  1.607  -1.316
C  -6.845  2.184  -1.363
N  -7.009  2.979  -2.641
C  -8.351  3.399  -2.888
C  -8.438  4.374  -4.083
O  -9.793  4.520  -4.714
C  -9.839  5.536  -5.752
H  -3.726  -0.707  -2.504
H  -3.229  1.012  -2.206
H  -3.815  0.494  -3.747
H  -4.631  2.320  -1.328
H  -5.197  1.050  -0.415
H  -7.051  2.892  -0.560
H  -7.652  1.458  -1.269
H  -6.616  2.393  -3.364
H  -8.643  3.976  -2.011
H  -9.058  2.592  -3.083
H  -7.755  4.207  -4.916
H  -8.079  5.321  -3.682
H  -9.823  6.530  -5.306
H  -10.785  5.452  -6.289
H  -9.006  5.508  -6.454
C  4.820  -4.950  -0.297
O  3.752  -4.009  -0.277
C  3.226  -3.500  -1.564
C  2.263  -2.451  -1.234
N  1.206  -2.829  -0.288
C  0.352  -1.742  0.166
C  -0.845  -1.459  -0.791
O  -1.612  -0.363  -0.547
C  -1.045  0.890  -0.135
H  5.304  -5.193  0.649
H  5.572  -4.432  -0.894
H  4.599  -5.845  -0.879
H  2.673  -4.343  -1.980
H  3.996  -3.029  -2.175
H  2.004  -1.938  -2.160
H  2.846  -1.707  -0.692
H  1.722  -3.180  0.506
H  0.914  -0.825  0.345
H  -0.069  -2.165  1.078
H  -1.543  -2.292  -0.870
H  -0.465  -1.255  -1.792
H  -0.795  0.896  0.926
H  -1.728  1.733  -0.233
H  -0.176  1.228  -0.700
C  1.507  0.153  3.316
O  0.744  1.348  3.333
C  1.205  2.168  4.415
C  0.441  3.465  4.308
N  0.420  4.288  5.560
C  1.754  4.932  5.820
C  1.764  5.438  7.248
O  1.230  4.359  7.965
C  0.907  4.587  9.369
H  1.680  -0.214  4.327
H  2.462  0.258  2.800
H  0.999  -0.590  2.702
H  2.294  2.213  4.453
H  1.085  1.686  5.385
H  -0.567  3.275  3.939
H  0.775  3.980  3.408
H  0.441  3.631  6.326
H  2.059  5.668  5.076
H  2.528  4.192  5.618
H  1.159  6.320  7.457
H  2.805  5.583  7.536
H  0.166  3.936  9.833
H  0.472  5.569  9.551
H  1.781  4.365  9.983
C  -8.434  -3.529  -0.856
C  -7.198  -3.277  -0.003
C  -5.981  -2.681  -0.820
O  -5.445  -3.812  -1.592
C  -4.027  -3.788  -1.755
N  -7.648  -2.450  1.095
H  -8.477  -2.764  -1.631
H  -9.413  -3.618  -0.386
H  -7.988  -4.353  -1.414
H  -6.815  -4.253  0.296
H  -5.210  -2.236  -0.190
H  -6.230  -1.824  -1.446
H  -3.526  -4.691  -2.105
H  -3.545  -3.706  -0.781
H  -3.838  -2.914  -2.377
H  -6.811  -2.104  1.543
H  -8.058  -3.082  1.768
C  4.481  2.625  -0.152
C  3.098  2.034  0.122
C  2.082  3.020  0.800
O  1.615  4.166  0.044
C  0.622  4.844  0.731
N  2.627  1.568  -1.122
H  4.954  2.901  0.791
H  4.470  3.510  -0.787
H  5.089  1.907  -0.703
H  3.181  1.198  0.816
H  2.376  3.342  1.799
H  1.258  2.350  1.047
H  0.880  5.080  1.764
H  -0.337  4.336  0.831
H  0.480  5.712  0.087
H  2.285  2.295  -1.734
H  3.480  1.170  -1.489


(2)
The following is a DFT calculation (the ωB97M-V functional and the def2-TZVPD basis) of a 7-piece molecular cluster, C38H97N7O12 overall at a distorted geometry.

HOMO level, eV: -8.4
SMILES: COC[C@H](C)N.COC[C@H](C)N.COCCNCCOC.COCCNCCOC.COCCNCCOC.COCCNCCOC.COCCNCCOC
E_tot, eV: -75966.676
Charge: 0
Relative energy (zero: lowest compared OMol25 entry of this formula, charge and spin), kcal/mol: 123.0
Orbital gap, eV: 8.919
Lowest unoccupied orbital energy, eV: 0.555
2S+1: 1

Geometry (Å):
C  -1.810  2.981  1.393
O  -0.861  2.697  2.419
C  -0.891  1.303  2.700
C  0.131  1.090  3.811
N  1.445  0.922  3.126
C  2.636  0.864  4.025
C  3.290  2.254  4.326
O  3.963  2.596  3.165
C  4.448  3.894  3.100
H  -2.857  2.900  1.683
H  -1.625  2.469  0.449
H  -1.620  4.000  1.054
H  -0.599  0.605  1.916
H  -1.869  0.965  3.044
H  -0.115  0.244  4.453
H  0.123  1.896  4.545
H  1.473  1.825  2.673
H  3.465  0.320  3.573
H  2.294  0.425  4.962
H  4.098  2.174  5.054
H  2.600  3.011  4.700
H  5.281  4.029  3.790
H  3.735  4.696  3.288
H  4.949  4.028  2.141
C  1.711  -7.392  -2.444
O  1.894  -6.225  -3.310
C  1.126  -5.065  -2.885
C  1.238  -3.763  -3.717
N  0.933  -3.885  -5.165
C  -0.474  -4.341  -5.396
C  -0.809  -4.673  -6.876
O  -1.692  -3.837  -7.634
C  -1.193  -2.487  -7.841
H  2.290  -8.260  -2.759
H  0.634  -7.551  -2.392
H  2.047  -7.202  -1.425
H  1.390  -4.797  -1.862
H  0.123  -5.482  -2.796
H  2.257  -3.380  -3.784
H  0.725  -2.955  -3.196
H  1.648  -4.434  -5.620
H  -1.069  -3.492  -5.060
H  -0.593  -5.174  -4.704
H  -1.324  -5.632  -6.807
H  0.065  -5.003  -7.437
H  -0.549  -2.216  -7.004
H  -1.979  -1.749  -7.998
H  -0.500  -2.432  -8.680
C  -4.841  -1.308  0.704
O  -5.294  -1.742  -0.551
C  -4.140  -2.047  -1.394
C  -4.232  -1.503  -2.831
N  -3.008  -1.939  -3.631
C  -2.982  -1.357  -5.000
C  -2.323  0.068  -5.143
O  -0.881  -0.118  -5.056
C  -0.501  -0.185  -3.780
H  -5.042  -2.077  1.450
H  -5.419  -0.446  1.037
H  -3.797  -1.008  0.800
H  -4.197  -3.126  -1.535
H  -3.163  -1.730  -1.028
H  -4.316  -0.417  -2.790
H  -5.169  -1.791  -3.308
H  -2.847  -2.934  -3.575
H  -3.960  -1.395  -5.480
H  -2.321  -1.996  -5.586
H  -2.645  0.803  -4.405
H  -2.664  0.435  -6.111
H  0.521  0.185  -3.853
H  -0.591  -1.089  -3.179
H  -0.979  0.492  -3.071
C  1.846  2.676  -1.972
O  1.944  1.243  -1.693
C  1.263  0.755  -0.542
C  1.705  -0.674  -0.428
N  0.910  -1.527  0.484
C  -0.438  -1.917  -0.029
C  -1.245  -2.723  0.990
O  -1.519  -1.978  2.142
C  -2.084  -2.671  3.214
H  2.238  2.926  -2.958
H  2.270  3.382  -1.258
H  0.802  2.923  -1.783
H  0.207  0.925  -0.749
H  1.553  1.456  0.241
H  2.750  -0.857  -0.181
H  1.689  -1.135  -1.415
H  0.920  -0.859  1.242
H  -0.392  -2.514  -0.940
H  -0.978  -0.994  -0.239
H  -0.686  -3.592  1.335
H  -2.160  -3.141  0.571
H  -1.336  -3.240  3.766
H  -2.962  -3.283  3.003
H  -2.394  -1.812  3.808
C  4.818  9.746  4.955
O  3.605  9.576  4.303
C  2.640  10.566  4.569
C  1.174  10.112  4.088
N  1.220  9.946  2.654
C  0.080  9.263  2.023
C  0.194  7.677  2.083
O  0.973  7.310  0.944
C  1.486  5.942  0.704
H  5.373  10.615  4.600
H  5.473  8.908  4.715
H  4.660  9.924  6.018
H  2.926  11.486  4.059
H  2.568  10.686  5.650
H  0.372  10.807  4.338
H  0.920  9.109  4.431
H  2.084  9.569  2.290
H  -0.228  9.690  1.068
H  -0.796  9.483  2.633
H  -0.776  7.179  2.089
H  0.771  7.342  2.945
H  0.934  5.236  1.324
H  2.499  5.899  1.104
H  1.525  5.630  -0.339
C  8.156  -1.575  -3.727
C  6.763  -2.091  -3.740
C  6.134  -1.818  -2.451
O  5.034  -2.612  -2.248
C  4.606  -2.872  -0.937
N  5.989  -1.609  -4.888
H  8.498  -1.663  -4.758
H  8.811  -1.978  -2.955
H  8.123  -0.516  -3.475
H  6.985  -3.152  -3.854
H  5.715  -0.814  -2.389
H  6.760  -2.147  -1.622
H  5.249  -3.718  -0.696
H  3.531  -3.040  -0.999
H  4.719  -2.013  -0.276
H  5.047  -1.523  -4.535
H  6.311  -0.702  -5.195
C  -6.902  -5.742  6.397
C  -6.541  -5.250  5.049
C  -7.564  -4.330  4.437
O  -7.020  -3.809  3.255
C  -7.902  -2.977  2.575
N  -5.200  -4.767  4.956
H  -7.736  -6.444  6.430
H  -7.082  -5.004  7.179
H  -6.080  -6.332  6.803
H  -6.576  -6.083  4.348
H  -7.888  -3.558  5.136
H  -8.450  -4.945  4.279
H  -8.905  -3.396  2.487
H  -7.513  -2.855  1.564
H  -7.945  -2.030  3.112
H  -5.158  -3.939  5.533
H  -5.165  -4.302  4.061